Computed, not measured: a gas-phase ion, C4H11N2O (charge +1), with wB97M-V/def2-TZVPD.

Results
Net charge: +1
Energy above the lowest of the compared OMol25 structures with the same formula, charge and spin in kJ/mol: 277.2
Calculated total energy in Eh: -343.4586
SMILES: CNC(=O)C[NH2+]C
Maximum force in eV/Å: 3.8
HOMO energy in Eh: -0.526
HOMO-LUMO gap in eV: 10.948
Multiplicity: 1
LUMO level in Eh: -0.12400

```
18
Properties=species:S:1:pos:R:3:forces:R:3
O -1.126 1.669 0.039 1.94 2.25 -1.56
N 0.789 1.316 -1.349 -0.22 -0.21 0.36
N -1.077 -0.397 1.311 -0.54 -1.40 0.11
C -0.396 -1.157 2.453 -0.54 -1.10 -2.91
C -0.594 -0.370 -0.099 -2.84 -1.60 -2.05
C 1.543 0.523 -2.331 2.28 -0.65 1.59
C -0.258 0.996 -0.571 -0.97 0.46 2.22
H -0.818 -0.942 3.383 -1.33 0.08 1.18
H -0.298 -2.237 2.172 -0.68 0.98 0.41
H -0.001 -1.170 -0.293 2.08 -2.30 -0.50
H 2.328 -0.201 -1.920 -1.54 0.55 0.13
H 2.253 1.200 -2.819 -0.84 0.12 -0.41
H -1.290 0.585 1.323 0.20 2.07 1.34
H -2.023 -0.722 1.182 -0.32 -0.74 0.64
H 1.118 2.256 -1.360 -0.65 0.94 0.21
H 0.879 0.018 -2.972 -0.50 -0.47 -1.06
H 0.564 -0.814 2.507 2.64 1.08 0.00
H -1.593 -0.553 -0.654 1.83 -0.06 0.30
```
Positions in Å, forces in eV/Å.